(1)
# C6H12N2

C6H12N2 as an isolated structure in a non-equilibrium geometry (ωB97M-V with the def2-TZVPD basis set, the OMol25 dataset).

For the highest occupied orbital energy, the calculation gives -8.268 eV. Its gap between HOMO and LUMO is 9.21 eV. The calculation puts the total energy at -345.10125 a.u. The multiplicity is 1.

Element x y z (Å)
C: -2.23913 -0.75089 0.04128
C: -1.09905 -0.13261 -0.75343
C: -0.71810 1.30366 -0.26122
C: 0.52900 1.12356 0.48559
C: 0.21077 -0.76247 -0.21958
C: 1.34684 0.21526 -0.47959
H: -1.83905 -0.22375 1.15579
H: -3.42772 -0.48665 -0.36246
H: -2.32069 -2.00270 0.31517
H: -1.09311 -0.19901 -1.83517
H: -1.55665 1.69698 0.39266
H: -0.56611 2.16182 -1.00405
H: 1.20300 1.81531 0.93075
H: 0.50494 -0.52124 2.13277
H: 0.53881 -1.86776 -0.18467
H: 1.59383 0.39556 -1.54635
H: 2.56959 -0.75336 0.80073
H: 3.72826 -0.26529 -0.57231
N: 0.09043 -0.11383 1.16536
N: 2.54414 -0.63258 -0.20126

Okay, here come the Mulliken numbers, in e, for every atom:
1 C -1.1101
2 C 0.0337
3 C -0.9254
4 C -0.2808
5 C -0.4832
6 C -0.0136
7 H 0.2957
8 H 0.2204
9 H 0.2424
10 H 0.4988
11 H 0.3886
12 H 0.3264
13 H 0.5185
14 H 0.2586
15 H 0.4042
16 H 0.3720
17 H 0.2457
18 H 0.2540
19 N -0.5664
20 N -0.6795

=====

(2)
# C6H12N2

One molecule with the formula C6H12N2 in a non-equilibrium geometry (ωB97M-V with the def2-TZVPD basis set, the OMol25 dataset).

For the highest occupied orbital energy, the calculation gives -8.305 eV. Its gap between HOMO and LUMO is 9.39 eV. The calculation puts the total energy at -345.22676 a.u. As for the structure (SMILES): [H]/N=N/[C@@H](C)CC(=C)C. The multiplicity is 1.

Element x y z (Å)
H: 3.51396 1.46421 1.58310
N: 2.54480 1.15183 1.36123
N: 2.53110 0.50811 0.31792
C: 1.02501 0.09136 -0.30460
C: 1.27180 -1.07561 -1.24149
C: 0.16406 -0.15875 0.86364
C: -1.35580 0.27558 0.27105
C: -1.83177 1.47140 0.57357
C: -2.12742 -0.76774 -0.46832
H: 0.79210 1.00358 -0.86140
H: 1.47874 -1.98813 -0.68479
H: 2.14447 -0.86804 -1.86019
H: 0.43153 -1.23229 -1.91354
H: 0.37461 0.50872 1.69575
H: 0.13772 -1.20733 1.15368
H: -2.86153 1.74683 0.38319
H: -1.24918 2.19323 1.12847
H: -2.07412 -1.72997 0.04209
H: -1.73200 -0.89796 -1.47703
H: -3.17808 -0.48902 -0.56235

Okay, here come the Mulliken numbers, in e, for every atom:
1 H 0.2483
2 N -0.5673
3 N -0.1307
4 C 0.4167
5 C -1.3066
6 C -0.7747
7 C 0.7886
8 C -1.0425
9 C -1.2913
10 H 0.3704
11 H 0.2932
12 H 0.3943
13 H 0.3133
14 H 0.4570
15 H 0.3257
16 H 0.3087
17 H 0.2814
18 H 0.2837
19 H 0.2296
20 H 0.4021

=====

(3)
# C6H12N2

One molecule with the formula C6H12N2 in a non-equilibrium geometry (ωB97M-V with the def2-TZVPD basis set, the OMol25 dataset).

For the highest occupied orbital energy, the calculation gives -9.128 eV. Its gap between HOMO and LUMO is 10.09 eV. The calculation puts the total energy at -345.31405 a.u. As for the structure (SMILES): [H]/N=C(/N)C(=C)C(C)C. The multiplicity is 1.

Element x y z (Å)
H: -0.92350 -1.33276 -2.38220
N: -1.53199 -1.51039 -1.57627
C: -0.95192 -1.10149 -0.49115
N: -1.66761 -1.24201 0.65451
C: 0.42175 -0.51649 -0.50424
C: 1.37354 -1.23427 -1.12407
C: 0.68104 0.82724 0.14109
C: 0.73725 0.74804 1.66779
C: -0.32068 1.89208 -0.31321
H: -1.13172 -1.50120 1.47266
H: -2.46787 -1.84764 0.50193
H: 1.16264 -2.20158 -1.57199
H: 2.39704 -0.87854 -1.18556
H: 1.67040 1.17353 -0.19004
H: 1.41495 -0.04645 1.99862
H: -0.24732 0.56336 2.10804
H: 1.10589 1.69258 2.08342
H: -0.35265 1.96078 -1.40621
H: -0.03515 2.87653 0.07361
H: -1.33410 1.67865 0.04330

Okay, here come the Mulliken numbers, in e, for every atom:
1 H 0.2960
2 N -0.7658
3 C 0.3847
4 N -0.4330
5 C 0.2974
6 C -1.1487
7 C 0.6729
8 C -1.5654
9 C -1.5858
10 H 0.2322
11 H 0.3095
12 H 0.3446
13 H 0.3154
14 H 0.3888
15 H 0.3400
16 H 0.3603
17 H 0.4214
18 H 0.3599
19 H 0.4502
20 H 0.3254

=====

(4)
# C6H12N2

A 2-piece molecular cluster, C6H12N2 overall in a non-equilibrium geometry (ωB97M-V with the def2-TZVPD basis set, the OMol25 dataset).

For the highest occupied orbital energy, the calculation gives -8.324 eV. Its gap between HOMO and LUMO is 8.94 eV. The calculation puts the total energy at -345.10356 a.u. As for the structure (SMILES): CCC1=C[C@@H]1C.[H]/N=N\[H]. The multiplicity is 1.

Element x y z (Å)
C: 1.52744 -1.06175 -1.76718
C: 1.31991 0.32927 -1.23422
C: 0.30744 0.34240 -0.12865
C: -0.59709 -0.43796 0.49862
C: -0.45796 0.92004 0.93466
C: -1.33990 2.04375 0.40602
H: 0.75069 -1.32499 -2.33638
H: 1.80004 -1.82713 -0.96899
H: 2.28270 -0.98143 -2.48012
H: 1.06428 1.08982 -2.02286
H: 2.26133 0.76247 -0.72739
H: -1.18015 -1.28665 0.76076
H: -0.18979 1.25718 1.92327
H: -2.22160 1.67469 -0.04899
H: -0.85240 2.60551 -0.31952
H: -1.65435 2.65386 1.22599
H: -1.01784 -3.03179 1.56199
N: -0.43491 -2.64156 2.39949
N: -0.97556 -1.93164 3.23726
H: -1.99115 -1.91631 3.42818

Okay, here come the Mulliken numbers, in e, for every atom:
1 C -1.3155
2 C -0.0567
3 C -0.1272
4 C -0.6321
5 C -0.2436
6 C -1.4257
7 H 0.3789
8 H 0.2638
9 H 0.4682
10 H 0.2215
11 H 0.2536
12 H 0.6390
13 H 0.3786
14 H 0.3612
15 H 0.3554
16 H 0.3935
17 H 0.2513
18 N -0.1940
19 N -0.1825
20 H 0.2124